Record 1
This record from the OMol25 dataset describes a structure of composition C19H33BrN2O. The level of theory is ωB97M-V with the def2-TZVPD basis set.

ORCA input file:
```
! wB97M-V def2-TZVPD RIJCOSX def2/J DEFGRID3
* xyz 0 1
C -3.838 -0.336 2.460
H -3.685 -1.380 2.202
H -3.305 -0.117 3.382
H -4.900 -0.174 2.626
C -3.331 0.558 1.317
N -3.965 0.060 0.110
H -4.971 0.166 0.171
C -3.501 0.417 -1.218
C -1.978 0.240 -1.280
C -1.274 0.939 -0.119
N 0.171 0.767 -0.206
C 0.813 -0.418 -0.182
O 0.272 -1.500 -0.073
C 2.312 -0.283 -0.313
C 2.872 -0.020 -1.721
H 2.609 -0.813 -2.417
H 2.501 0.921 -2.129
C 4.379 0.039 -1.381
H 4.972 -0.711 -1.899
H 4.813 1.015 -1.601
C 4.314 -0.211 0.132
C 5.610 -0.197 0.900
H 5.436 -0.387 1.957
H 6.280 -0.963 0.514
H 6.098 0.771 0.796
C 3.141 0.700 0.526
H 2.902 0.713 1.583
Br 3.189 2.592 0.024
C 3.280 -1.379 0.233
C 3.484 -2.632 -0.610
H 2.548 -3.186 -0.634
H 3.785 -2.434 -1.632
H 4.246 -3.260 -0.151
C 2.953 -1.863 1.646
H 2.853 -1.068 2.378
H 2.013 -2.409 1.616
H 3.733 -2.538 1.992
H 0.722 1.605 -0.310
C -1.813 0.379 1.195
H -1.318 0.864 2.039
H -1.580 -0.685 1.221
H -1.446 2.018 -0.168
H -1.603 0.623 -2.231
H -1.744 -0.823 -1.217
C -4.148 -0.593 -2.178
H -3.745 -0.481 -3.181
H -3.954 -1.604 -1.830
H -5.225 -0.443 -2.218
C -3.908 1.831 -1.679
H -4.972 1.985 -1.510
H -3.363 2.607 -1.151
H -3.711 1.944 -2.742
C -3.685 2.017 1.668
H -3.219 2.727 0.992
H -3.353 2.245 2.679
H -4.763 2.160 1.623
*
```

Values from the calculation:
Kohn-Sham gap: 9.0 eV
E_HOMO: -8.463 eV
Maximum force: 0.0144 Eh/bohr
E_LUMO: 0.02039 hartree

Record 2
This record from the OMol25 dataset describes a cluster of 2 separate species, CH2N2OS in total in a non-equilibrium geometry. The level of theory is ωB97M-V with the def2-TZVPD basis set.

ORCA input file:
```
! wB97M-V def2-TZVPD RIJCOSX def2/J DEFGRID3
* xyz 0 1
C -1.405 1.065 -0.114
N -1.688 2.150 -0.453
N 1.899 -0.160 0.230
O -1.541 -1.361 -0.965
S -1.195 -0.618 0.221
H 1.540 -0.120 1.134
H 2.390 -0.955 -0.053
*
```

Values from the calculation:
Kohn-Sham gap (alpha / beta): 9.4 / 8.8 eV
E_HOMO (alpha / beta): -11.630 / -9.989 eV
Maximum force: 0.0694 Eh/bohr
Energy above the lowest of the compared OMol25 structures with the same formula, charge and spin: 59.7 kcal per mole
E_LUMO (alpha / beta): -0.08229 / -0.04363 hartree

The evaluated energy for the records listed, in turn: -95310.02336; -16927.72728 eV.